[1]
# C6H11N

An isolated ion of composition C6H11N and charge -1 in a non-equilibrium geometry (ωB97M-V/def2-TZVPD, the OMol25 dataset).

The LUMO energy (spin up / spin down) comes out at 4.572 / 4.236 eV. Its energy above the lowest of the compared OMol25 structures with the same formula, charge and spin is 122.90 kJ/mol. Its expectation value of S² is 0.765.

The geometry in ORCA input format:
```
! RIJCOSX wB97M-V def2-TZVPD def2/J DEFGRID3
* xyz -1 2
C 1.49 -1.05 -0.78
N -1.48 -0.86 -1.48
C -0.79 0.10 -0.72
C 0.49 -0.06 -0.23
C 0.54 0.34 1.23
C 1.70 0.64 1.84
C -1.74 1.16 -0.16
H 2.46 -0.60 -1.05
H 1.04 -1.55 -1.63
H 1.88 -1.73 0.02
H -1.31 -1.84 -1.25
H -2.46 -0.58 -1.49
H -0.37 0.32 1.82
H 1.93 0.45 2.87
H 2.47 0.98 1.17
H -2.35 1.66 -0.90
H -1.14 2.01 0.18
H -2.37 0.61 0.57
*
```

Atom charges from the Löwdin analysis, given in e for atoms 1 to 4:
1 C -0.1323
2 N 0.0221
3 C -0.4724
4 C -0.3091



[2]
# C3H6NPS

A 2-piece molecular cluster, C3H6NPS overall in a non-equilibrium geometry (ωB97M-V/def2-TZVPD, the OMol25 dataset).

The LUMO energy (spin up / spin down) comes out at -0.364 / -0.198 eV. Its energy above the lowest of the compared OMol25 structures with the same formula, charge and spin is 437.93 kJ/mol.

The geometry in ORCA input format:
```
! RIJCOSX wB97M-V def2-TZVPD def2/J DEFGRID3
* xyz 0 1
C 0.61 1.15 0.10
C 1.47 0.30 1.08
C -0.52 -0.74 -0.03
N -0.36 0.54 -0.44
P -1.35 -1.81 -1.28
S 0.77 -1.35 1.03
H 0.72 2.23 0.00
H 2.53 0.07 0.65
H 1.51 0.69 2.15
H -2.06 -0.01 0.99
H -0.19 -1.97 -1.86
H -1.66 -0.76 -2.04
*
```

Atom charges from the Löwdin analysis, given in e for atoms 1 to 4:
1 C -0.2065
2 C -0.4529
3 C -1.0129
4 N -0.1165



[3]
# C14H16B2N2O12

A 2-piece molecular cluster, C14H16B2N2O12 overall in a non-equilibrium geometry (ωB97M-V/def2-TZVPD, the OMol25 dataset).

The LUMO energy comes out at -2.250 eV.

The geometry in ORCA input format:
```
! RIJCOSX wB97M-V def2-TZVPD def2/J DEFGRID3
* xyz 0 1
C -0.91 -1.68 -4.70
C -1.26 -2.29 -3.31
C -1.29 -1.20 -2.19
N -0.64 -1.62 -0.93
C 0.69 -1.22 -0.82
C 1.58 -1.24 -1.88
C 2.89 -0.88 -1.71
C 3.81 -0.96 -2.89
O 3.86 -1.99 -3.53
O 4.56 0.10 -3.22
C 3.33 -0.45 -0.46
C 2.44 -0.44 0.56
N 1.17 -0.81 0.37
C 0.26 -0.79 1.56
B 0.35 -2.27 2.22
O 1.59 -2.68 2.72
O -0.72 -3.12 2.27
H -1.48 -2.21 -5.46
H 0.16 -1.76 -4.92
H -1.18 -0.62 -4.73
H -0.41 -2.94 -3.06
H -2.19 -2.86 -3.35
H -0.86 -0.26 -2.56
H -2.34 -1.01 -1.97
H -0.74 -2.62 -0.81
H 1.30 -1.58 -2.87
H 5.09 -0.20 -3.98
H 4.36 -0.16 -0.31
H 2.73 -0.14 1.56
H 0.61 -0.05 2.28
H -0.76 -0.57 1.26
H 2.12 -2.93 1.96
H -1.20 -3.00 1.44
B -2.07 3.58 3.20
O -1.69 3.40 1.77
C -1.66 2.11 1.51
O -1.38 1.61 0.45
C -2.02 1.35 2.78
O -2.07 0.15 2.87
O -2.26 2.21 3.74
O -1.03 4.30 3.93
C -1.57 5.41 4.44
O -0.99 6.22 5.10
C -3.04 5.45 4.05
O -3.82 6.30 4.34
O -3.31 4.37 3.32
*
```

Atom charges from the Löwdin analysis, given in e for atoms 1 to 4:
1 C -0.0947
2 C -0.2175
3 C -0.1760
4 N 0.0506



[4]
# C2H4Cl4

A 2-piece molecular cluster, C2H4Cl4 overall in a non-equilibrium geometry (ωB97M-V/def2-TZVPD, the OMol25 dataset).

The LUMO energy comes out at 0.662 eV. Its energy above the lowest of the compared OMol25 structures with the same formula, charge and spin is 25.71 kJ/mol. As for the SMILES: ClCCl.ClCCl.

The geometry in ORCA input format:
```
! RIJCOSX wB97M-V def2-TZVPD def2/J DEFGRID3
* xyz 0 1
Cl 3.85 -22.19 -15.60
C 2.83 -21.73 -17.06
Cl 3.48 -22.41 -18.60
H 1.87 -22.20 -16.86
H 2.75 -20.66 -17.26
Cl 5.29 -19.27 -18.02
C 6.51 -19.92 -19.16
Cl 6.39 -19.03 -20.75
H 7.55 -19.77 -18.87
H 6.33 -20.99 -19.22
*
```

Atom charges from the Löwdin analysis, given in e for atoms 1 to 4:
1 Cl 0.4414
2 C -0.9424
3 Cl 0.4598
4 H 0.0174



[5]
# C3H6Cl2OSi

A 2-piece molecular cluster, C3H6Cl2OSi overall in a non-equilibrium geometry (ωB97M-V/def2-TZVPD, the OMol25 dataset).

The LUMO energy (spin up / spin down) comes out at 0.068 / -4.961 eV. Its energy above the lowest of the compared OMol25 structures with the same formula, charge and spin is 529.93 kJ/mol.

The geometry in ORCA input format:
```
! RIJCOSX wB97M-V def2-TZVPD def2/J DEFGRID3
* xyz 0 1
C 2.21 -0.96 1.18
C 2.86 -0.73 0.07
C -2.98 1.56 -0.50
O 0.38 0.55 -1.11
Si 1.86 0.77 -0.93
Cl 3.22 1.16 -2.48
Cl 2.30 2.30 0.29
H 2.59 -1.41 2.14
H 1.43 -0.26 1.37
H 3.83 -1.13 -0.26
H -4.05 1.18 -0.66
H -2.38 2.03 -1.32
H -2.46 1.56 0.49
*
```

Atom charges from the Löwdin analysis, given in e for atoms 1 to 4:
1 C -0.1388
2 C -0.2333
3 C 0.0386
4 O -0.0704



[6]
# C4H7N3

A 3-piece molecular cluster, C4H7N3 overall in a non-equilibrium geometry (ωB97M-V/def2-TZVPD, the OMol25 dataset).

The LUMO energy comes out at -0.848 eV. Its energy above the lowest of the compared OMol25 structures with the same formula, charge and spin is 333.56 kJ/mol.

The geometry in ORCA input format:
```
! RIJCOSX wB97M-V def2-TZVPD def2/J DEFGRID3
* xyz 0 1
C 1.71 -0.89 -1.09
C 0.76 0.13 -0.52
N -0.11 -0.12 0.38
C -0.92 0.89 0.91
N -0.78 2.11 0.60
C -1.93 0.40 1.85
N -2.75 0.06 2.61
H 1.50 -1.91 -0.78
H 2.70 -0.58 -0.74
H 1.74 -0.86 -2.18
H -0.70 -1.73 -1.07
H 0.92 1.16 -0.82
H -0.68 -1.38 -0.24
H -1.45 2.71 1.08
*
```

Atom charges from the Löwdin analysis, given in e for atoms 1 to 4:
1 C -0.0810
2 C -0.1978
3 N -0.0319
4 C -0.4234



[7]
# C8H22AgBr3N2O2

C8H22AgBr3N2O2 as an isolated structure in a non-equilibrium geometry (ωB97M-V/def2-TZVPD, the OMol25 dataset).

The LUMO energy (spin up / spin down) comes out at 2.620 / 0.678 eV. Its energy above the lowest of the compared OMol25 structures with the same formula, charge and spin is 131.09 kJ/mol. Its expectation value of S² is 0.759.

The geometry in ORCA input format:
```
! RIJCOSX wB97M-V def2-TZVPD def2/J DEFGRID3
* xyz -1 2
Ag 1.72 0.36 -0.94
Br 2.99 1.33 -3.26
Br 3.50 1.32 0.96
Br 2.98 -2.18 -1.10
C -0.45 0.83 2.17
C 0.29 -0.50 2.17
C -0.14 -1.57 3.17
O 0.62 -2.76 3.10
C 0.50 -3.54 4.28
N 0.50 -0.98 0.84
H -0.38 1.41 1.25
H -0.06 1.50 2.94
H -1.53 0.76 2.31
H 1.35 -0.39 2.38
H -1.16 -1.87 2.92
H -0.28 -1.11 4.14
H 0.00 -3.11 5.14
H 1.52 -3.76 4.60
H 0.15 -4.55 4.09
H -0.42 -1.34 0.62
H 0.92 -1.89 0.97
C -1.53 3.38 -2.63
C -0.96 2.04 -1.93
C -0.74 0.80 -2.88
O -0.08 -0.30 -2.28
C -0.36 -1.50 -3.07
N 0.30 2.29 -1.29
H -1.42 4.27 -2.02
H -2.59 3.38 -2.89
H -0.89 3.58 -3.49
H -1.70 1.77 -1.18
H -0.14 1.15 -3.72
H -1.74 0.54 -3.21
H 0.20 -2.39 -2.77
H -0.30 -1.24 -4.12
H -1.43 -1.69 -3.00
H 0.63 3.10 -1.79
H 0.10 2.84 -0.47
*
```

Atom charges from the Löwdin analysis, given in e for atoms 1 to 4:
1 Ag 0.3859
2 Br -0.3401
3 Br -0.5032
4 Br -0.2408



[8]
# C41H62BN6PS3W

C41H62BN6PS3W as an isolated structure (ωB97M-V/def2-TZVPD, the OMol25 dataset).

The LUMO energy (spin up / spin down) comes out at -12.243 / -14.510 eV. Its energy above the lowest of the compared OMol25 structures with the same formula, charge and spin is 0.00 kJ/mol. Its expectation value of S² is 2.032.

The geometry in ORCA input format:
```
! RIJCOSX wB97M-V def2-TZVPD def2/J DEFGRID3
* xyz 4 3
W -1.99 0.02 -0.41
C -2.19 4.71 1.90
C -1.13 3.67 2.08
C -0.19 3.71 3.08
C 0.77 2.69 3.24
N 0.83 1.69 2.38
N -0.07 1.65 1.39
B 0.12 0.45 0.37
N 0.58 -0.78 1.21
N 1.85 -1.12 1.17
C 2.27 -2.06 2.00
C 1.38 -2.66 2.92
C 0.04 -2.34 2.92
C -0.96 -2.99 3.83
C -0.33 -1.37 1.97
S -2.00 -0.81 1.75
C 3.74 -2.43 1.98
C 4.40 -1.72 3.18
C 3.91 -3.95 2.12
C 4.40 -1.95 0.68
N 1.19 0.82 -0.68
N 2.30 1.39 -0.23
C 3.24 1.69 -1.10
C 3.06 1.41 -2.48
C 1.91 0.84 -2.95
C 1.65 0.55 -4.39
C 0.95 0.55 -1.96
S -0.64 -0.13 -2.34
C 4.51 2.36 -0.61
C 4.47 2.53 0.91
C 4.61 3.74 -1.29
C 5.72 1.50 -1.01
C -1.04 2.54 1.24
S -2.27 2.23 0.01
C 1.73 2.69 4.41
C 0.91 2.71 5.71
C 2.60 3.96 4.32
C 2.62 1.45 4.39
H -2.09 5.49 2.65
H -3.19 4.27 2.00
H -2.12 5.17 0.92
H -0.19 4.54 3.78
H 1.75 -3.39 3.62
H -0.45 -3.51 4.64
H -1.57 -3.71 3.28
H -1.63 -2.25 4.27
H 3.96 -2.03 4.13
H 4.31 -0.64 3.10
H 5.46 -1.98 3.21
H 3.64 -4.31 3.11
H 4.96 -4.20 1.97
H 3.33 -4.49 1.37
H 4.25 -0.89 0.53
H 4.01 -2.49 -0.18
H 5.47 -2.15 0.74
H 3.85 1.68 -3.17
H 2.55 0.73 -4.98
H 0.86 1.19 -4.78
H 1.35 -0.49 -4.54
H 3.67 3.20 1.21
H 5.42 2.96 1.24
H 4.33 1.57 1.41
H 3.72 4.34 -1.10
H 4.75 3.67 -2.37
H 5.47 4.27 -0.88
H 5.69 0.52 -0.52
H 6.63 2.01 -0.69
H 5.79 1.35 -2.08
H 0.31 3.62 5.80
H 1.58 2.69 6.56
H 0.24 1.85 5.78
H 2.01 4.87 4.40
H 3.17 3.99 3.40
H 3.30 3.96 5.15
H 2.03 0.53 4.49
H 3.32 1.50 5.22
H 3.19 1.39 3.46
C -5.94 -2.72 -1.89
C -4.77 -2.05 -1.16
C -3.93 -3.16 -0.51
C -5.31 -1.06 -0.12
P -3.59 -1.08 -2.26
C -2.96 -2.39 -3.40
C -1.78 -3.15 -3.10
C -1.26 -4.14 -3.97
C -1.95 -4.48 -5.09
C -3.16 -3.80 -5.37
C -3.66 -2.76 -4.52
C -4.39 0.26 -3.33
C -3.55 0.49 -4.59
C -5.85 -0.02 -3.69
C -4.34 1.55 -2.49
H -6.42 -3.40 -1.18
H -5.62 -3.32 -2.74
H -6.70 -2.02 -2.22
H -4.49 -3.57 0.34
H -2.97 -2.81 -0.11
H -3.75 -3.98 -1.20
H -5.86 -1.61 0.65
H -5.98 -0.33 -0.55
H -4.51 -0.51 0.42
H -1.30 -2.99 -2.15
H -0.34 -4.65 -3.70
H -1.60 -5.25 -5.77
H -3.73 -4.06 -6.26
H -4.59 -2.29 -4.79
H -3.64 -0.31 -5.33
H -2.49 0.64 -4.37
H -3.91 1.40 -5.06
H -6.01 -0.96 -4.22
H -6.17 0.77 -4.37
H -6.50 0.00 -2.83
H -3.32 1.91 -2.39
H -4.81 1.44 -1.51
H -4.90 2.32 -3.03
*
```

Atom charges from the Löwdin analysis, given in e for atoms 1 to 4:
1 W 0.7194
2 C -0.0195
3 C -0.2053
4 C 0.1223



| no. | E (Ha) |
| --- | --- |
| 1 | -289.84893 |
| 2 | -912.02323 |
| 3 | -1605.47648 |
| 4 | -1919.35525 |
| 5 | -1402.91399 |
| 6 | -320.75625 |
| 7 | -8447.04410 |
| 8 | -3554.55839 |